Here is a molecular structure, C22H27NO5 at a distorted geometry from the Open Molecules 2025 dataset. Energies are from ωB97M-V with the def2-TZVPD basis set.

XYZ file:
```
55
Properties=species:S:1:pos:R:3:forces:R:3:lowdin_charge:R:1
C 4.39403 -3.48496 0.26968 -1.5080 3.8178 -0.6963 -0.05
H 5.36001 -2.99788 0.35340 0.0770 0.2221 0.3129 0.07
C 3.35663 -2.39874 -0.41978 3.2991 -0.8581 1.9254 -0.10
C 3.34931 -1.26928 0.61094 6.4612 -1.4489 -2.6654 -0.25
H 3.23535 -1.62219 1.50784 -1.0798 -2.6705 5.3434 0.08
H 4.35377 -0.73456 0.83188 -1.0874 -0.6367 -1.2945 0.18
O 2.41304 -0.44538 0.37611 -7.6017 -5.7861 -7.1063 0.11
C 2.27379 0.70682 0.56028 1.3623 9.0834 5.4310 -0.47
O 3.10206 1.10801 1.38282 0.4712 3.2687 0.5330 0.08
C 1.11510 1.55416 0.12620 1.3283 -12.3432 -3.5329 -0.02
C 0.78132 2.67720 0.35378 4.3231 12.4983 4.3341 -0.20
N -0.18384 3.30835 -0.26673 2.8648 12.4834 7.1002 0.06
C -0.85884 2.95697 -1.17652 -10.9843 -7.5093 -8.1883 -0.20
C -1.02670 1.52481 -1.31760 1.8364 3.3249 -1.5585 -0.05
C -1.71066 0.87486 -2.46056 0.2531 6.9115 4.8696 -0.44
O -1.62068 -0.28312 -2.50162 -0.3382 -5.1387 -2.4898 0.11
C -2.66217 1.91835 -3.00309 -3.9538 -6.2876 -5.8900 -0.14
C -3.19862 2.95963 -2.08884 -4.7066 -4.1319 -1.1198 -0.31
C -2.15747 3.77703 -1.84774 8.3727 5.4169 5.7196 -0.15
H -2.38937 4.53470 -0.93937 0.6921 -0.8868 -2.3549 0.16
H -1.52503 4.17921 -2.68771 -1.7562 0.4356 0.2709 0.14
H -4.01013 3.46055 -2.55331 -0.5946 0.8438 -1.1352 0.11
H -3.85772 2.49403 -1.25745 2.0488 0.4772 -0.5493 0.18
H -3.65978 1.13094 -3.20269 2.4450 2.0556 0.2553 0.18
H -2.36252 2.03526 -4.19757 -0.7598 0.8323 3.1131 0.18
C -0.02376 0.72563 -0.60251 2.2040 0.7290 0.8569 -0.18
C -0.57289 -0.02904 0.48838 -5.7353 -6.3231 2.0092 -0.03
C -1.65671 0.46251 1.35406 4.5447 -2.4081 -0.4157 0.02
C -2.17918 -0.19867 2.50047 0.9987 2.8103 -4.3633 -0.11
C -2.11318 -1.48913 2.48385 0.8876 -6.6848 -0.9383 -0.04
C -1.39881 -2.29483 1.45471 1.1690 5.2870 0.7623 -0.15
C -0.57206 -1.56910 0.40082 -6.7288 5.2078 8.9135 -0.20
O 0.07634 -2.17822 -0.41916 7.5679 -2.2151 -4.5893 -0.06
C -0.48294 -2.95573 -1.33053 -9.3583 0.6165 -0.0024 -0.09
H -1.16105 -3.71809 -0.78365 0.3197 1.1610 -0.6523 0.13
H -0.06517 -3.58406 -1.93056 4.9006 -3.1810 -3.1130 0.02
H -1.20559 -2.39497 -2.14317 1.5733 -0.8276 2.4128 0.15
O -1.33287 -3.55937 1.87898 1.7234 -2.2249 -2.0828 -0.08
C 0.01155 -4.18112 1.83936 -7.7420 6.0000 10.0779 0.04
H 0.37357 -3.97109 2.90452 0.0597 0.3131 -1.1655 0.15
H -0.09136 -5.08593 1.94938 -1.6291 -9.5949 0.0825 0.01
H 0.68193 -3.94803 1.29533 7.8516 3.7539 -8.0086 -0.02
H -2.56196 -2.17783 3.23720 0.3605 0.8711 -0.3627 0.13
H -2.70542 0.38494 3.13230 -1.6829 1.4843 2.3383 0.07
H -1.55784 1.46737 1.33996 -0.7654 3.5779 0.2268 0.06
H 0.48931 0.12089 -1.30512 0.3220 -1.1708 -0.6068 0.14
H -0.20217 4.60066 -0.03530 0.0040 -5.1103 -0.7434 0.30
C 1.89836 3.94331 1.07287 -3.4111 -9.2343 3.7875 0.09
H 2.63487 3.15466 1.33634 0.3456 1.2035 0.0156 0.05
H 1.31124 4.07967 1.98269 0.3106 1.3563 -0.3202 0.07
H 2.14897 4.52489 0.33998 1.0550 3.9133 -3.7644 -0.01
H 3.84856 -2.09871 -1.33887 -0.0238 0.2558 -0.2055 0.10
H 2.39594 -2.79177 -0.68327 -0.5595 -0.2096 0.3703 0.08
H 4.06558 -3.84151 1.21245 -0.3868 -0.4200 0.7614 0.06
H 4.52083 -4.19401 -0.43634 0.3608 -2.9099 -1.9080 0.02
```
Positions in Å, forces in eV/Å.

As for the total energy: -34960.96894 eV. As for the multiplicity: 1. For the HOMO-LUMO gap, the calculation gives 7.40 eV. For the energy above the lowest of the compared OMol25 structures with the same formula, charge and spin, the calculation gives 1944.9 kJ/mol.